{"formula": "C28H41N7S3Tm", "method": "ωB97M-V with the def2-TZVPD basis set", "species": ["Tm", "S", "S", "S", "N", "N", "N", "N", "N", "N", "N", "C", "C", "C", "C", "C", "C", "C", "C", "C", "C", "C", "C", "C", "C", "C", "C", "C", "C", "C", "C", "C", "C", "C", "C", "C", "C", "C", "C", "H", "H", "H", "H", "H", "H", "H", "H", "H", "H", "H", "H", "H", "H", "H", "H", "H", "H", "H", "H", "H", "H", "H", "H", "H", "H", "H", "H", "H", "H", "H", "H", "H", "H", "H", "H", "H", "H", "H", "H", "H"], "xyz": [[0.9060, -1.9718, 0.0128], [-1.2291, -0.4336, -0.6570], [1.5980, 0.5374, 0.7876], [-2.6691, -3.6814, 2.4144], [-1.0359, -3.1529, 0.5664], [-0.7891, -2.6205, 4.0383], [1.5844, -4.2971, -0.4287], [0.7610, 2.8909, -0.0828], [-1.8848, 2.0778, -0.1442], [3.3523, -2.0019, -0.3067], [-0.4089, -2.7334, 1.7304], [2.0943, 6.7213, 2.1688], [3.8055, -1.9099, 1.1071], [-3.7463, 2.5027, -1.6883], [-0.2784, 3.8367, -0.5323], [-0.9419, 1.1865, -0.2185], [2.1023, 3.5121, 0.1609], [-4.6348, 3.5705, -1.6347], [1.6881, 4.8787, 3.6632], [3.7972, -3.2921, -0.8968], [0.4714, 1.6435, 0.1279], [-3.6002, 2.7519, -4.0772], [-3.3297, 1.8061, -0.4240], [1.7793, 3.9942, 2.6019], [-5.0079, 4.2277, -2.7998], [0.9773, -5.3791, 0.3891], [-3.1919, -5.6872, -0.3593], [4.0214, -0.9295, -1.0918], [-1.5661, 3.4859, 0.1521], [2.0215, 4.4713, 1.3148], [1.1364, -4.4601, -1.8302], [1.8454, 6.2429, 3.4454], [-3.2325, 2.0919, -2.9170], [-2.2146, -3.6443, 0.7389], [3.0554, -4.4680, -0.3231], [2.1789, 5.8355, 1.1022], [-1.1525, -2.9416, 2.8015], [-4.4874, 3.8209, -4.0184], [-3.0972, -4.1596, -0.3502], [2.3874, 6.2107, 0.1065], [2.8054, 2.7010, 0.3220], [-1.3635, -2.8415, 4.8359], [-3.9515, -6.0049, -1.0699], [1.1720, -5.1995, 1.4455], [-3.4708, -6.0815, 0.6181], [-4.7797, 4.3300, -4.9265], [-1.5061, 3.6188, 1.2349], [4.8731, -3.4174, -0.7390], [1.6801, 2.9281, 2.7791], [3.6515, -3.2233, -1.9756], [-3.4495, 0.7276, -0.4615], [1.5105, 4.5099, 4.6642], [0.0559, -4.3068, -1.8865], [-3.2103, 2.4299, -5.0332], [-0.0934, -5.4215, 0.2184], [3.2942, -4.6152, 0.7309], [1.3555, -5.4649, -2.2023], [3.2744, -2.6253, 1.7447], [1.6348, -3.7454, -2.4894], [5.1019, -1.0926, -1.0958], [-0.3591, 3.7806, -1.6204], [3.6630, -0.9524, -2.1206], [-2.6949, -3.7790, -1.2911], [2.2286, 7.7810, 2.0022], [-5.7073, 5.0510, -2.7546], [0.0492, 4.8330, -0.2434], [1.7836, 6.9313, 4.2770], [0.1266, -2.2393, 4.2124], [-2.2458, -6.1417, -0.6540], [3.3644, -5.3822, -0.8407], [3.6420, -0.9019, 1.4827], [-2.5574, 1.2443, -2.9720], [2.3560, 4.0209, -0.7703], [-5.0541, 3.8821, -0.6843], [-2.3829, 4.0880, -0.2404], [-4.0872, -3.7146, -0.2296], [4.8741, -2.1290, 1.1868], [3.8085, 0.0411, -0.6556], [-3.8702, 2.1900, 0.4425], [1.4129, -6.3420, 0.1107]], "atomic_forces_ev_per_a": [[-0.03, 0.16, 0.19], [0.07, 0.04, -0.21], [-0.19, 0.05, 0.05], [-0.05, 0.01, 0.01], [-0.22, -0.01, 0.09], [0.02, -0.03, -0.02], [0.00, -0.15, 0.20], [0.18, 0.11, 0.05], [-0.20, -0.04, -0.08], [0.05, 0.04, -0.04], [0.09, -0.08, 0.06], [0.00, -0.02, 0.00], [0.02, -0.05, -0.13], [-0.08, 0.03, -0.05], [0.05, -0.05, 0.02], [0.22, 0.06, 0.06], [-0.21, -0.21, -0.12], [-0.01, 0.00, 0.02], [0.01, 0.03, 0.00], [0.06, 0.10, -0.04], [-0.11, -0.05, -0.05], [-0.02, 0.03, -0.03], [0.28, -0.05, 0.15], [-0.02, -0.02, -0.01], [0.01, -0.02, -0.01], [0.02, -0.02, -0.09], [-0.01, -0.06, 0.00], [-0.02, -0.03, 0.05], [-0.03, -0.05, -0.01], [0.05, 0.04, 0.05], [-0.02, 0.05, 0.02], [0.00, 0.00, 0.02], [0.03, -0.01, 0.01], [0.08, -0.05, -0.04], [-0.02, -0.09, -0.07], [0.01, 0.01, -0.02], [0.11, 0.01, -0.04], [-0.01, 0.00, 0.00], [0.04, 0.14, 0.02], [0.00, 0.00, -0.01], [0.04, 0.06, 0.04], [0.00, 0.01, -0.01], [0.01, 0.01, -0.02], [0.00, 0.00, 0.00], [-0.02, 0.01, 0.00], [0.00, 0.00, -0.01], [0.03, 0.02, -0.01], [-0.01, -0.02, 0.01], [0.00, -0.01, -0.01], [0.00, -0.03, 0.01], [-0.07, 0.03, -0.06], [0.00, -0.01, 0.01], [0.00, -0.02, 0.00], [0.01, -0.01, 0.00], [0.00, -0.01, 0.01], [0.02, 0.04, 0.00], [0.02, 0.02, -0.02], [-0.02, 0.00, -0.03], [-0.01, 0.00, -0.01], [0.00, 0.02, -0.01], [-0.04, 0.02, 0.00], [0.00, 0.01, 0.00], [-0.03, -0.05, -0.02], [0.00, 0.01, -0.01], [0.00, 0.00, 0.00], [-0.02, 0.01, -0.01], [0.00, 0.01, 0.00], [-0.01, 0.02, 0.03], [0.00, -0.01, 0.02], [-0.01, 0.01, 0.00], [0.02, -0.01, 0.02], [0.00, -0.01, 0.01], [0.02, 0.05, 0.03], [0.00, 0.00, 0.00], [0.02, 0.02, 0.00], [-0.01, -0.04, 0.02], [-0.01, -0.02, 0.01], [0.01, 0.01, -0.01], [-0.04, 0.02, -0.03], [-0.02, -0.01, 0.00]], "charge": 3, "energy_ev": -102147.389, "spin_multiplicity": 3, "orbital_gap_ev": [6.8, 6.8]}

---

{"formula": "C28H42As2Ca2F15O20", "method": "ωB97M-V with the def2-TZVPD basis set", "species": ["As", "As", "Ca", "Ca", "F", "F", "F", "F", "F", "F", "F", "F", "F", "F", "F", "F", "F", "F", "F", "O", "O", "O", "O", "O", "O", "O", "O", "O", "O", "O", "O", "O", "O", "O", "O", "O", "O", "O", "O", "C", "C", "C", "C", "C", "C", "C", "C", "C", "C", "C", "C", "C", "C", "C", "C", "C", "C", "C", "C", "C", "C", "C", "C", "C", "C", "C", "C", "H", "H", "H", "H", "H", "H", "H", "H", "H", "H", "H", "H", "H", "H", "H", "H", "H", "H", "H", "H", "H", "H", "H", "H", "H", "H", "H", "H", "H", "H", "H", "H", "H", "H", "H", "H", "H", "H", "H", "H", "H", "H"], "xyz": [[-5.8313, -1.0330, -2.1581], [0.4818, -1.5043, -6.0275], [-2.4758, -1.9760, -3.0354], [-1.7376, 1.7058, -5.1205], [-5.3560, -2.6634, -2.6617], [1.4505, -1.0434, -4.7029], [1.6274, -0.9852, -7.1294], [-0.2170, 0.1941, -6.0329], [-2.9221, 1.5813, -1.0679], [1.0080, -3.1062, -5.9955], [-7.4318, -1.5685, -1.9762], [-6.1968, -0.7284, -3.8267], [-5.4245, -1.3706, -0.5472], [-0.7904, -1.9498, -4.8685], [-1.0229, 1.8845, -0.0814], [-6.1640, 0.5805, -1.7734], [-4.1064, -0.6790, -2.5022], [-1.3586, 2.7995, -2.0233], [-0.6553, -1.8169, -7.2732], [-1.3568, -0.7456, -1.2986], [-0.2247, -3.7470, 1.7793], [-5.9828, 0.3928, 2.0203], [-1.6075, 0.2995, -3.2577], [-2.1717, 7.3104, 0.9077], [-0.3354, 7.3884, -0.3434], [-0.7146, -3.5666, -2.4479], [1.0018, -4.8528, -3.0740], [0.3178, -4.8987, -0.9831], [-1.1648, -5.0468, 3.2773], [5.5982, 1.0388, -1.5850], [2.5023, 4.8704, 4.5583], [5.6788, 2.8128, -0.2456], [-2.3097, -3.2870, 2.4303], [-1.6494, 9.2003, -0.2080], [1.5394, 3.0617, 3.7328], [3.7191, 2.9742, 4.2026], [-5.1361, 1.5220, 3.7310], [-7.1857, 0.6189, 3.9018], [7.3285, 1.2738, -0.1630], [-4.1413, 1.6977, 2.7093], [-1.6088, 1.6897, -1.2746], [-0.9077, -1.0560, 0.0681], [-1.0880, 0.4718, -1.9950], [-1.3274, -3.9407, 2.5389], [4.4538, 2.9495, -0.9285], [-4.7754, 0.8987, 1.5289], [1.4231, -5.8014, -1.0509], [0.2340, -5.2892, 3.4013], [-6.2159, 0.8636, 3.2731], [1.8751, 1.7233, 3.4841], [-2.8378, 1.1172, 3.2124], [1.9860, -3.5861, 2.7655], [0.1797, -4.3325, -2.1740], [1.4168, 1.1932, 2.1424], [3.1718, 0.8674, -1.6587], [-1.6030, 6.0182, 1.0344], [1.4875, -6.1266, -2.5336], [0.5843, -1.2368, 0.0879], [-0.2719, 6.0854, 0.2106], [-1.4200, 8.0866, 0.1016], [3.4192, 1.6886, 3.6262], [6.3036, 1.6534, -0.6027], [0.9026, -4.4807, 2.2220], [2.6321, 3.7527, 4.2091], [4.3951, 1.7125, -1.8991], [2.8803, -6.3760, -3.0526], [0.9616, 5.9046, 1.0556], [3.0101, 0.2266, -2.5314], [0.5324, -4.8010, 4.3348], [0.8378, -1.6199, 1.0771], [0.5002, -6.3358, 3.5003], [4.4416, 3.8458, -1.5464], [-1.4092, 5.8441, 2.0917], [1.8731, 6.0085, 0.4688], [1.9994, 0.2842, 1.9745], [1.6819, -3.1325, 3.7112], [0.9590, 5.0073, 1.6732], [-2.6564, 1.3804, 4.2514], [0.9120, -1.9926, -0.6226], [2.3686, -5.3513, -0.7389], [3.8011, 0.8230, 4.1513], [-2.2489, 5.2610, 0.5936], [3.8452, 1.7729, 2.6209], [2.8872, -4.1547, 3.0052], [2.2280, 1.3356, -1.3802], [0.0024, 0.4758, -2.1364], [1.7088, 1.9268, 1.3885], [0.7458, -6.8573, -2.8560], [-2.0257, 1.6317, 2.6774], [-4.0953, 2.7544, 2.4478], [4.4897, 2.1169, -2.9049], [-0.3746, 5.2893, -0.5330], [3.3836, 0.1715, -0.8395], [-1.4440, -1.9830, 0.2485], [1.3713, -5.2331, 1.5888], [2.2734, -2.8089, 2.0578], [1.0905, -0.2831, -0.0313], [-1.2468, -0.2582, 0.7224], [1.2762, -6.6791, -0.4252], [2.8716, -6.2927, -4.1358], [1.4999, 1.1308, 4.3272], [3.6282, 2.9511, -0.2174], [-2.7764, 0.0581, 2.9708], [-4.8952, 1.4601, 0.6010], [0.3705, 0.9035, 2.1131], [3.3049, -7.2871, -2.6357], [3.5356, -5.5837, -2.6796], [0.9347, 6.7517, 1.7491], [-4.0255, 0.1541, 1.2347]], "atomic_forces_ev_per_a": [[-2.37, -1.39, -0.95], [-0.50, -1.15, -0.25], [1.12, -0.35, 0.17], [0.88, -1.94, 1.22], [0.79, -0.09, 0.13], [0.01, 0.34, 0.39], [0.65, 0.47, -0.55], [-0.86, 1.25, 0.50], [0.25, 0.42, -0.18], [0.30, -0.42, 0.05], [-0.18, 0.01, 0.44], [0.74, 0.38, -0.19], [0.56, -0.16, 0.38], [-0.71, 0.32, 0.35], [0.06, 0.07, -0.39], [0.36, 0.72, 0.08], [0.28, 0.91, -0.02], [-0.21, -0.02, -0.17], [-0.16, 0.12, 0.05], [-0.97, 0.20, -0.19], [0.82, 0.71, -1.06], [-0.12, 0.04, -0.26], [-0.82, 1.32, -0.98], [-0.19, 0.07, -0.09], [0.28, -0.10, -0.41], [-0.25, 0.84, 0.25], [-0.11, 0.26, 0.09], [0.13, 0.36, 0.63], [0.02, -0.13, 0.18], [0.04, -0.77, -0.04], [0.80, 0.55, 0.20], [0.22, -0.24, 0.17], [-0.05, 0.19, 0.16], [-0.19, 0.35, 0.01], [0.17, 0.24, -0.38], [0.31, -0.40, 0.70], [0.04, 0.65, 0.07], [-0.26, 0.22, 0.07], [0.12, -0.20, 0.19], [-1.06, -0.59, -0.17], [-0.55, -0.11, 0.62], [-0.04, 0.10, -1.18], [1.63, -1.91, -0.88], [-0.21, -0.93, -0.66], [-0.19, -0.56, -0.85], [1.72, 0.45, -0.35], [0.52, -0.95, -0.31], [0.76, 1.01, 0.67], [0.35, -0.83, 0.05], [0.63, -1.15, 1.04], [0.59, 1.02, -0.81], [0.36, 0.32, 0.21], [-0.64, -1.10, -0.85], [0.63, -0.08, 0.56], [0.22, -1.63, -0.34], [0.90, 0.08, -0.06], [0.47, 0.50, 0.03], [-0.13, -0.13, 0.71], [-1.20, -0.79, 0.86], [0.31, -0.56, -0.17], [-0.68, 1.46, -1.64], [-0.36, 0.71, -0.38], [-0.36, -1.32, 2.49], [-1.35, -0.45, -0.20], [-0.13, 1.97, 1.17], [0.00, 0.68, 0.38], [-0.06, 1.07, 0.32], [-0.25, 0.03, 0.07], [0.07, -0.22, 0.05], [0.04, 0.12, -0.05], [-0.43, -0.18, -0.42], [0.08, 0.28, 0.41], [-0.14, -0.22, -0.01], [0.03, -0.22, -0.01], [-0.02, -0.01, -0.14], [-0.14, 0.23, -0.17], [-0.05, -0.19, -0.26], [-0.24, -0.39, 0.16], [0.01, 0.17, -0.23], [-0.23, 0.46, 0.05], [0.21, 0.28, 0.42], [-0.32, 0.10, 0.27], [0.25, -0.54, 0.06], [-0.06, -0.15, -0.15], [0.23, 0.66, -0.27], [0.14, 0.80, 0.61], [-0.32, -0.07, -0.20], [0.12, -0.21, 0.13], [0.00, -0.22, -0.11], [0.18, 0.09, 0.31], [-0.17, -0.44, -0.22], [0.36, 0.46, -0.54], [0.13, 0.13, 0.04], [0.05, 0.06, 0.43], [-0.70, 0.46, -1.10], [0.01, -0.03, -0.01], [0.17, -0.09, -0.28], [-0.09, -0.18, 0.22], [-0.46, 0.11, 0.02], [0.20, -0.54, -0.05], [-0.43, -0.06, -0.26], [0.02, 0.08, 0.06], [-0.01, -0.15, 0.51], [-0.57, 0.36, 0.28], [-0.14, 0.36, -0.07], [-0.20, -0.32, -0.47], [-0.10, 0.12, -0.10], [0.30, -0.12, 0.13], [-0.63, -0.69, 0.24]], "charge": 1, "energy_ev": -269990.298, "orbital_gap_ev": 6.5}